[1]
Below is a 2-piece molecular cluster, C4H5N3 overall at a distorted geometry, with properties calculated with ωB97M-V with the def2-TZVPD basis set.

The value obtained for the energy above the lowest of the compared OMol25 structures with the same formula, charge and spin is 87.1 kcal/mol. The value obtained for the energy is -8696.034 eV. The value obtained for the HOMO energy is -8.94 eV.

Each line ends with the natural charge from an NBO analysis.
Geometry (Å):
N (-1.17, -0.70, 1.85)  -0.735
C (-1.64, -1.28, 0.95)  -0.170
C (-0.01, 1.15, -0.18)  0.266
C (1.19, 0.49, 0.37)  -0.391
N (1.30, -0.76, -0.33)  -0.345
C (0.21, -0.92, -0.95)  0.252
N (-0.60, 0.27, -0.92)  -0.457
H (-0.46, 2.09, 0.10)  0.246
H (2.11, 1.07, 0.47)  0.260
H (0.76, 0.21, 1.38)  0.367
H (-0.13, -1.78, -1.50)  0.241
H (-1.58, 0.28, -1.18)  0.466

---

[2]
Below is a 2-piece molecular cluster, C14H22O7PS overall at a distorted geometry, with properties calculated with ωB97M-V with the def2-TZVPD basis set.

The value obtained for the energy is -49326.463 eV. Its charge is -3. The value obtained for the HOMO energy is 3.60 eV.

Each line ends with the natural charge from an NBO analysis.
Geometry (Å):
C (0.83, -3.13, -0.27)  -0.615
C (-0.19, -1.96, 0.05)  -0.429
C (-0.65, -1.24, -1.26)  -0.398
C (-2.18, -0.82, -1.20)  -0.410
C (-2.45, 0.71, -1.51)  -0.404
C (-3.22, 1.44, -0.36)  -0.384
C (-2.37, 1.69, 0.92)  -0.404
C (-1.21, 2.74, 0.69)  -0.407
C (0.21, 2.11, 0.56)  -0.410
C (1.11, 2.84, -0.51)  -0.418
C (2.55, 2.32, -0.35)  -0.236
C (3.34, 1.73, -1.38)  -0.385
S (2.86, 1.50, -3.08)  -0.064
C (4.60, 1.37, -0.70)  0.697
O (5.47, 0.69, -1.23)  -0.675
O (4.63, 1.84, 0.60)  -0.526
C (3.32, 2.34, 0.89)  0.667
O (3.04, 2.72, 2.01)  -0.686
H (0.44, -4.13, 0.02)  0.259
H (1.16, -3.12, -1.33)  0.161
H (1.76, -3.00, 0.33)  0.216
H (-1.01, -2.42, 0.63)  0.246
H (0.35, -1.27, 0.73)  0.205
H (-0.44, -1.88, -2.14)  0.190
H (-0.08, -0.30, -1.41)  0.197
H (-2.66, -1.40, -2.02)  0.186
H (-2.65, -1.16, -0.26)  0.213
H (-1.55, 1.26, -1.83)  0.206
H (-3.14, 0.72, -2.39)  0.178
H (-3.59, 2.41, -0.75)  0.176
H (-4.10, 0.83, -0.08)  0.190
H (-3.06, 2.15, 1.67)  0.180
H (-1.99, 0.77, 1.40)  0.228
H (-1.40, 3.40, -0.18)  0.181
H (-1.19, 3.36, 1.62)  0.192
H (0.73, 2.04, 1.54)  0.237
H (0.12, 1.06, 0.20)  0.209
H (0.77, 2.50, -1.51)  0.203
H (1.06, 3.95, -0.42)  0.184
H (2.29, 2.72, -3.38)  0.062
O (1.08, -5.62, 2.45)  -1.041
P (-0.30, -5.48, 3.14)  2.444
O (-0.09, -5.05, 4.60)  -1.065
O (-1.04, -6.83, 3.10)  -1.091
O (-1.13, -4.42, 2.39)  -1.060

---

[3]
Below is C4H10N2O in the gas phase, with properties calculated with ωB97M-V with the def2-TZVPD basis set.

The value obtained for the energy above the lowest of the compared OMol25 structures with the same formula, charge and spin is 45.3 kcal/mol. Its SMILES is NCNCCC=O. The value obtained for the energy is -9337.024 eV. The value obtained for the HOMO energy is -8.62 eV.

Each line ends with the natural charge from an NBO analysis.
Geometry (Å):
N (1.79, -0.61, -2.26)  -0.829
C (1.05, 0.34, -1.40)  -0.054
N (0.64, -0.18, -0.12)  -0.673
C (-0.71, -0.66, 0.13)  -0.202
C (-1.57, 0.29, 0.99)  -0.531
C (-0.86, 0.73, 2.24)  0.439
O (-0.17, -0.01, 2.90)  -0.527
H (2.64, -0.80, -1.75)  0.348
H (1.25, -1.47, -2.31)  0.347
H (1.76, 1.15, -1.21)  0.181
H (0.19, 0.72, -1.95)  0.163
H (1.10, 0.21, 0.69)  0.377
H (-0.64, -1.62, 0.62)  0.199
H (-1.18, -0.78, -0.84)  0.197
H (-2.45, -0.26, 1.32)  0.240
H (-1.90, 1.14, 0.41)  0.213
H (-0.94, 1.79, 2.56)  0.113

---

[4]
Below is C13H29BN2O3SSn as an isolated structure, with properties calculated with ωB97M-V with the def2-TZVPD basis set.

The value obtained for the energy is -40407.740 eV. Its charge is +2. The value obtained for the HOMO energy is -15.87 eV.

Each line ends with the natural charge from an NBO analysis.
Geometry (Å):
Sn (0.47, 0.88, -1.56)  1.355
C (-2.73, 0.47, -1.37)  -0.252
C (-2.34, 0.15, -2.81)  -0.250
N (-1.17, 0.94, -3.26)  -0.706
C (-1.42, 2.32, -3.74)  -0.251
C (-1.82, 3.32, -2.66)  -0.532
S (-0.70, 3.36, -1.21)  0.261
C (-1.81, 2.92, 0.17)  -0.543
C (-1.69, 1.48, 0.65)  -0.253
N (-1.54, 0.52, -0.48)  -0.716
H (-3.43, -0.28, -1.01)  0.249
H (-3.24, 1.42, -1.31)  0.212
H (-3.20, 0.32, -3.46)  0.240
H (-2.07, -0.90, -2.90)  0.229
H (-0.76, 0.44, -4.05)  0.421
H (-2.20, 2.32, -4.51)  0.241
H (-0.50, 2.66, -4.22)  0.234
H (-2.83, 3.17, -2.30)  0.236
H (-1.79, 4.32, -3.10)  0.280
H (-2.82, 3.19, -0.13)  0.247
H (-1.55, 3.59, 1.00)  0.280
H (-2.56, 1.22, 1.24)  0.239
H (-0.81, 1.36, 1.28)  0.241
H (-1.39, -0.41, -0.08)  0.432
C (0.40, -3.07, -1.69)  -0.249
O (0.33, -1.77, -1.04)  -0.775
H (-0.26, -3.04, -2.55)  0.193
H (0.08, -3.85, -1.00)  0.217
H (1.42, -3.27, -2.01)  0.210
C (1.44, 0.51, 2.95)  -0.651
C (1.91, -0.43, 1.87)  0.288
C (3.25, -0.01, 1.31)  -0.652
O (0.94, -0.35, 0.72)  -0.812
B (0.95, -1.63, 0.18)  1.276
O (1.56, -2.57, 0.92)  -0.699
C (1.83, -1.95, 2.22)  0.245
C (3.13, -2.52, 2.77)  -0.635
C (0.66, -2.29, 3.13)  -0.638
H (1.50, 1.55, 2.61)  0.220
H (2.09, 0.42, 3.82)  0.254
H (0.42, 0.30, 3.28)  0.225
H (3.19, 1.01, 0.91)  0.219
H (3.59, -0.68, 0.52)  0.225
H (4.01, 0.00, 2.10)  0.252
H (3.94, -2.42, 2.05)  0.231
H (2.99, -3.57, 2.99)  0.245
H (3.41, -2.01, 3.69)  0.233
H (-0.28, -1.88, 2.75)  0.198
H (0.82, -1.92, 4.14)  0.238
H (0.56, -3.37, 3.18)  0.248

---

[5]
Below is C31H43IN9S3Zr as an isolated structure, with properties calculated with ωB97M-V with the def2-TZVPD basis set.

The value obtained for the energy above the lowest of the compared OMol25 structures with the same formula, charge and spin is 0.0 kcal/mol. The value obtained for the energy is -88121.371 eV. Its charge is +3. The value obtained for the HOMO energy is -15.84 eV.

Each line ends with the Mulliken charge.
Geometry (Å):
Zr (0.00, 0.51, -0.75)  0.421
S (-0.05, 0.62, 1.77)  -0.368
C (-1.73, 0.18, 1.88)  0.587
N (-2.15, -0.42, 3.10)  -0.822
N (-3.25, -0.20, 3.60)  0.547
C (-4.28, 0.76, 3.37)  0.847
C (-4.00, 2.03, 2.88)  -0.045
C (-5.04, 2.94, 2.80)  -0.671
C (-6.33, 2.57, 3.18)  -0.486
C (-6.59, 1.30, 3.67)  -0.652
C (-5.55, 0.39, 3.79)  -0.567
N (-2.58, 0.18, 0.92)  -0.558
N (-1.98, 0.41, -0.28)  0.087
C (-2.75, 0.98, -1.32)  0.189
C (-3.52, 2.12, -1.09)  -0.325
C (-4.23, 2.67, -2.13)  -0.521
C (-4.16, 2.12, -3.41)  -0.787
C (-3.37, 1.01, -3.65)  -0.752
C (-2.67, 0.42, -2.60)  -0.048
H (-3.45, -0.82, 4.39)  0.332
H (-3.00, 2.32, 2.61)  0.577
H (-4.85, 3.95, 2.46)  0.462
H (-7.14, 3.29, 3.10)  0.431
H (-7.59, 1.02, 3.97)  0.415
H (-5.73, -0.60, 4.20)  0.411
H (-3.54, 2.56, -0.10)  0.356
H (-4.85, 3.54, -1.97)  0.442
H (-4.73, 2.55, -4.22)  0.477
H (-3.33, 0.56, -4.64)  0.501
H (-2.15, -0.53, -2.74)  0.689
I (5.12, -1.92, 1.70)  0.235
C (3.30, -2.27, 0.76)  -0.804
C (2.85, -3.56, 0.50)  -0.083
C (1.62, -3.72, -0.13)  -0.913
C (0.89, -2.61, -0.48)  -0.355
N (1.32, -1.37, -0.22)  0.381
C (2.50, -1.20, 0.39)  -0.139
H (3.44, -4.42, 0.78)  0.469
H (1.24, -4.71, -0.35)  0.484
H (-0.07, -2.71, -0.98)  0.496
H (2.80, -0.19, 0.62)  0.681
C (-0.84, 3.43, -6.76)  -1.289
C (-0.56, 4.50, -5.70)  -0.333
C (-1.41, 4.29, -4.44)  -0.775
C (-0.72, 3.43, -3.38)  0.489
N (0.43, 4.17, -2.85)  0.287
C (0.98, 4.13, -1.66)  0.317
S (0.62, 2.98, -0.38)  -0.044
N (1.87, 5.05, -1.31)  0.040
C (2.21, 6.26, -2.09)  -1.190
C (1.11, 7.32, -2.15)  -0.143
C (0.72, 7.91, -0.80)  -0.567
C (-0.30, 7.09, -0.01)  -0.994
H (-0.18, 3.55, -7.62)  0.412
H (-1.87, 3.50, -7.11)  0.347
H (-0.69, 2.42, -6.36)  0.237
H (-0.75, 5.49, -6.11)  0.425
H (0.51, 4.47, -5.46)  0.238
H (-2.33, 3.78, -4.72)  0.129
H (-1.71, 5.24, -3.98)  0.408
H (-0.38, 2.49, -3.82)  -0.357
H (-1.40, 3.21, -2.55)  -0.194
H (0.76, 4.91, -3.47)  0.140
H (2.25, 4.97, -0.39)  0.375
H (2.52, 5.95, -3.10)  0.296
H (3.10, 6.68, -1.62)  0.542
H (0.22, 6.93, -2.66)  0.113
H (1.51, 8.11, -2.80)  0.423
H (0.29, 8.90, -0.99)  0.377
H (1.61, 8.09, -0.20)  0.290
H (-1.20, 6.92, -0.60)  0.259
H (-0.59, 7.62, 0.89)  0.416
H (0.09, 6.12, 0.30)  0.191
S (1.14, 0.16, -3.05)  -0.475
C (2.81, 0.06, -2.53)  0.166
N (3.53, -0.98, -2.86)  -0.017
C (4.97, -1.11, -2.58)  -0.449
C (5.58, 0.27, -2.46)  -0.693
C (4.78, 1.09, -1.46)  -0.519
N (3.35, 1.06, -1.84)  0.400
H (3.06, -1.71, -3.38)  0.276
H (5.42, -1.67, -3.40)  0.433
H (5.10, -1.69, -1.66)  0.157
H (5.59, 0.76, -3.43)  0.287
H (6.61, 0.19, -2.12)  0.396
H (5.10, 2.13, -1.46)  0.412
H (4.89, 0.70, -0.45)  0.200
H (2.79, 1.89, -1.72)  -0.062

---

[6]
Below is C3H6ClFO in the gas phase at a distorted geometry, with properties calculated with ωB97M-V with the def2-TZVPD basis set.

The value obtained for the energy above the lowest of the compared OMol25 structures with the same formula, charge and spin is 12.8 kcal/mol. Its SMILES is O[C@@H](CF)CCl. The value obtained for the energy is -20495.261 eV. The value obtained for the HOMO energy is -10.72 eV.

Each line ends with the natural charge from an NBO analysis.
Geometry (Å):
O (-0.39, -1.42, -0.49)  -0.715
C (-0.23, -0.26, 0.25)  0.029
C (1.22, 0.13, 0.34)  0.024
F (1.88, -0.90, 1.09)  -0.390
C (-1.13, 0.75, -0.40)  -0.373
Cl (-0.37, 1.28, -1.92)  -0.070
H (0.05, -2.16, -0.03)  0.484
H (-0.59, -0.51, 1.27)  0.179
H (1.58, 0.12, -0.65)  0.196
H (1.39, 1.06, 0.99)  0.181
H (-2.03, 0.24, -0.62)  0.230
H (-1.40, 1.66, 0.16)  0.225

---

- Which formula does entry 6 have?
  C3H6ClFO

---

- Which of these has the highest energy?
  C4H5N3

---

- The lowest energy belongs to which entry?
  C31H43IN9S3Zr